1.
{
  "formula": "C15H26IIrO2P2Se",
  "method": "wB97M-V/def2-TZVPD",
  "s2": 6.03,
  "spin_multiplicity": 5,
  "e_homo_ev": [-10.3, -14.2],
  "total_energy_ev": -114917.968,
  "total_charge": 2,
  "orbital_gap_ha": [0.1135, 0.0988],
  "elements": ["C", "C", "H", "H", "H", "O", "I", "Ir", "P", "C", "C", "H", "H", "H", "H", "H", "H", "C", "H", "H", "H", "P", "C", "C", "H", "H", "H", "C", "H", "H", "H", "H", "H", "H", "C", "O", "Se", "C", "C", "C", "C", "C", "C", "H", "H", "H", "H", "H"],
  "coordinates": [[0.100512, -4.528954, -3.355121], [-0.607284, -3.621026, -2.505835], [-0.617619, -5.282664, -3.748127], [0.904147, -5.024301, -2.763665], [0.561153, -3.956165, -4.192194], [-1.451598, -3.091625, -1.905110], [2.057936, -1.658612, -1.677229], [0.040423, -0.513273, -0.343445], [-0.235867, 0.914436, -2.211685], [-1.525217, 2.155016, -1.883867], [1.250228, 1.881718, -2.676893], [1.024614, 2.554343, -3.515184], [-0.971703, 1.032630, -4.535697], [2.064853, 1.209553, -2.969442], [0.016239, -0.413120, -4.239186], [-1.308474, 2.679048, -0.946073], [1.593237, 2.484039, -1.827946], [-0.762314, 0.224302, -3.818480], [-1.571929, 2.877677, -2.709682], [-1.676507, -0.364217, -3.687677], [-2.497948, 1.653871, -1.790946], [0.633797, -1.869475, 1.506322], [-0.438110, -1.510494, 2.933381], [0.518554, -3.689063, 1.388235], [3.069136, -1.935012, 1.361663], [2.509036, -2.226829, 3.033656], [2.512588, -0.575940, 2.360281], [2.342503, -1.632403, 2.125357], [1.248233, -4.076653, 0.676076], [0.710349, -4.154646, 2.367908], [-0.045314, -2.005818, 3.830944], [-1.451408, -1.880412, 2.728871], [-0.486112, -3.977369, 1.062712], [-0.486567, -0.427870, 3.097856], [-1.684018, -0.234802, 0.267166], [-2.748057, 0.014052, 0.699916], [1.585125, 1.195781, 0.558048], [0.508983, 2.406591, 1.602246], [0.256837, 2.135889, 2.954603], [-0.557925, 2.998836, 3.690773], [-1.049151, 4.181380, 3.123682], [-0.778114, 4.450970, 1.772210], [0.029843, 3.590413, 1.022783], [0.683646, 1.222730, 3.387607], [-0.788892, 2.740782, 4.731251], [-1.576051, 4.911225, 3.742382], [-1.171927, 5.342911, 1.298884], [0.266134, 3.792551, -0.021326]],
  "forces_ev_per_a": [[-0.9768, -1.3658, -0.7921], [3.6617, 1.3986, 0.1499], [0.6831, -0.1945, -0.3004], [-0.5422, 0.3818, -0.4368], [-0.2837, -0.4026, 0.6207], [-2.7095, 0.1604, 0.7818], [0.3395, 0.2342, 0.1234], [1.6212, -0.1986, -0.4954], [-0.3003, 0.0413, -1.2789], [-0.0129, 0.1262, -0.1066], [-0.0823, 0.0338, 0.0826], [-0.0608, -0.2077, 0.1914], [0.1140, -0.1228, 0.3244], [-0.2016, 0.0778, 0.1034], [-0.0047, -0.0264, 0.1388], [-0.1847, -0.0949, -0.1918], [0.0065, -0.0206, -0.1915], [-0.1921, -0.0540, 0.0860], [-0.0195, -0.1386, 0.2318], [0.1693, 0.0296, 0.0078], [0.2334, 0.1399, -0.0002], [0.0893, -1.2680, 0.4648], [0.0856, 0.0023, 0.1099], [-0.1902, 0.0070, -0.0210], [-0.2168, 0.0784, 0.1096], [-0.1478, 0.0923, -0.2378], [0.0755, -0.1821, 0.0619], [-0.0861, 0.0813, -0.0234], [-0.0514, 0.1171, -0.0430], [-0.0240, 0.3096, -0.2392], [-0.1472, 0.1305, -0.1739], [0.2299, 0.1142, 0.0602], [0.1454, 0.0658, -0.0212], [-0.1191, -0.2938, 0.0320], [-4.1575, 1.6131, 2.1615], [3.3943, -1.0300, -1.5533], [-0.2956, 0.1009, 0.1400], [0.2733, -0.0236, 0.0189], [1.0759, -1.2270, -2.0252], [-1.2214, 1.7250, 1.1537], [0.2917, 0.1305, -0.1607], [-1.0544, 1.0312, 1.9566], [1.0388, -2.0294, -0.5612], [-0.1937, 0.5695, 0.0664], [0.0456, 0.2211, -0.3948], [-0.0536, -0.3936, -0.3248], [-0.0320, 0.0257, 0.1007], [-0.0121, 0.2352, 0.2952]]
}


2.
{
  "formula": "C15H26IN4O8",
  "method": "wB97M-V/def2-TZVPD",
  "e_homo_ev": -10.8,
  "total_energy_ev": -46407.242,
  "total_charge": 1,
  "orbital_gap_ha": 0.2669,
  "elements": ["C", "C", "O", "O", "C", "N", "C", "C", "O", "O", "N", "C", "C", "C", "O", "O", "C", "I", "H", "H", "H", "H", "H", "H", "H", "H", "H", "H", "H", "H", "C", "O", "N", "C", "C", "H", "H", "H", "H", "H", "H", "H", "C", "O", "N", "C", "C", "H", "H", "H", "H", "H", "H", "H"],
  "coordinates": [[4.313987, -4.270164, 0.172849], [5.054859, -2.890329, -0.004837], [6.191498, -2.922166, -0.321748], [4.363686, -1.671231, 0.216434], [3.279236, -1.528574, -0.687946], [2.535104, -0.275360, -0.505725], [2.911098, 0.916972, -0.026929], [4.314493, 1.307238, 0.528008], [4.142194, 1.727308, 1.867959], [4.035755, 0.648422, 2.735265], [1.863430, 1.800997, -0.037799], [0.800550, 1.080142, -0.573957], [-0.673381, 1.474730, -0.836439], [-1.514602, 0.932334, 0.373685], [-1.132958, 1.221239, 1.479737], [-2.619681, 0.143211, 0.206390], [1.164989, -0.260322, -0.890227], [-0.066944, -1.771715, -1.727150], [3.661213, -4.153111, 1.073479], [3.618604, -4.411191, -0.699981], [5.030522, -5.112703, 0.239015], [3.545740, -1.641380, -1.768747], [2.552386, -2.358872, -0.465710], [5.101962, 0.531329, 0.388575], [4.656095, 2.206613, -0.053163], [4.029797, -0.192827, 2.237178], [1.820791, 2.769719, 0.268093], [-1.048507, 0.991516, -1.778227], [-0.771225, 2.581253, -0.909326], [-2.693212, -0.339307, 1.055700], [-3.813975, 0.077661, 5.855275], [-4.303812, -0.171156, 6.936511], [-3.039074, 1.154437, 5.578012], [-2.487351, 1.385898, 4.258631], [-2.754252, 2.104594, 6.638650], [-3.968927, -0.580197, 4.982245], [-1.397564, 1.411935, 4.323731], [-2.852194, 2.344189, 3.881028], [-2.783877, 0.595871, 3.571039], [-2.247364, 1.590418, 7.457228], [-3.692056, 2.516594, 7.015500], [-2.123843, 2.910552, 6.266366], [-2.264098, 0.931070, -4.782493], [-1.170202, 0.940033, -4.236377], [-2.713962, -0.038579, -5.602556], [-4.028067, 0.019596, -6.217140], [-1.856806, -1.177160, -5.880278], [-2.989624, 1.747480, -4.639322], [-4.609161, -0.850444, -5.905019], [-3.917060, 0.011321, -7.303054], [-4.555060, 0.925188, -5.919888], [-1.616127, -1.684496, -4.943628], [-0.928073, -0.827451, -6.334503], [-2.354951, -1.871125, -6.554416]],
  "forces_ev_per_a": [[-1.3051, 1.7426, 0.0977], [0.0190, -2.7669, -0.2117], [0.3516, 1.2824, 0.1105], [-0.1655, 0.1515, -0.7645], [-0.4943, -1.5608, 0.0414], [-0.8512, -0.3396, -0.0800], [1.2709, 0.5755, 0.5057], [-0.4105, 0.6006, -0.6196], [0.5044, 0.8628, -1.7081], [-0.2666, -1.4650, 1.1920], [-0.3649, -3.2383, -1.2174], [-2.2562, -2.2288, -1.3762], [-0.3665, -0.2564, 0.0505], [0.3136, 0.6595, 0.6788], [0.0417, -0.2457, -0.0897], [1.4473, 0.2613, -0.4978], [0.6139, 3.4390, 1.1139], [1.0941, 0.8361, 0.5787], [0.5172, -0.5389, -0.5793], [0.6993, -0.0374, 0.7255], [-0.4114, 0.8595, -0.0028], [0.2399, 0.3683, 0.8438], [0.3954, 0.9486, -0.2678], [-0.8208, 0.3287, 0.2164], [-0.3472, -0.6574, 0.6967], [0.1146, 0.4501, -0.1706], [0.3069, -0.3664, 0.1107], [0.6735, 0.7287, 0.5874], [-0.2006, -0.8120, 0.1096], [-0.3290, 0.4485, -0.3104], [0.0312, 0.0782, 0.0365], [0.0975, 0.1229, -0.0240], [-0.1277, -0.2932, -0.2151], [-0.0168, 0.1828, 0.4523], [-0.1788, -0.2058, 0.1365], [0.0413, 0.0336, -0.0751], [-0.0121, 0.0217, -0.2284], [0.1174, -0.0447, -0.1889], [-0.0205, 0.0047, 0.1098], [-0.0291, 0.1409, 0.0504], [0.1098, 0.0534, 0.0924], [-0.0359, -0.0872, -0.0668], [-0.2123, -0.0949, -0.2103], [0.0495, -0.2010, 0.1612], [0.0121, 0.3684, 0.2666], [0.1543, -0.1900, -0.0541], [0.1670, 0.1765, 0.1229], [-0.0183, -0.0251, -0.0372], [-0.1064, 0.0751, -0.0964], [-0.1611, 0.0104, 0.0162], [0.0913, -0.0286, 0.0232], [0.0629, -0.0784, -0.1008], [0.0138, -0.1471, 0.0188], [-0.0425, 0.0973, 0.0469]]
}


3.
{
  "formula": "C15H26N2O7",
  "method": "wB97M-V/def2-TZVPD",
  "e_homo_ev": -8.3,
  "relative_energy_ev": 5.9495,
  "smiles": "CN[C@@H]1[C@H](O)[C@H](NC)[C@H]2O[C@@]3(O)C(OC)=C[C@@H](C)O[C@H]3O[C@@H]2[C@H]1O",
  "total_energy_ev": -33284.753,
  "orbital_gap_ha": 0.3306,
  "elements": ["O", "O", "O", "O", "O", "O", "O", "C", "C", "N", "N", "C", "C", "C", "C", "C", "C", "C", "C", "C", "C", "C", "C", "C", "H", "H", "H", "H", "H", "H", "H", "H", "H", "H", "H", "H", "H", "H", "H", "H", "H", "H", "H", "H", "H", "H", "H", "H", "H", "H"],
  "coordinates": [[0.656293, 4.146962, -1.056287], [-1.116458, 2.313690, -1.696103], [-2.832524, -1.741271, 1.416412], [-0.527330, -3.378197, -1.677153], [2.061874, 0.342551, -2.125850], [-0.094919, 1.406351, 0.076902], [-0.075195, -0.602954, -2.113109], [1.228793, 2.892949, -1.219760], [2.611239, 2.707839, -1.629869], [-1.029612, 0.663075, 2.529464], [-1.907632, -4.020263, 0.724262], [1.313399, 5.110259, -0.168085], [-2.384983, 1.155377, 2.721352], [-1.646990, -5.095268, 1.617759], [4.163947, 1.032098, -1.229775], [0.610666, 0.680332, -2.225050], [0.115442, 1.812349, -1.307822], [-1.502427, -1.805263, 1.760440], [-0.680580, -0.458480, 1.589811], [-0.987989, -2.343465, -0.705267], [3.004628, 1.402912, -2.020943], [-0.959840, -2.910200, 0.793787], [-0.670958, 0.039126, 0.171776], [-0.077731, -1.067073, -0.775844], [-1.236853, 3.068812, -1.110556], [-3.114759, -2.580119, 1.122724], [-0.523664, -2.986337, -2.592168], [3.291568, 3.590341, -1.768405], [-0.417404, 1.406051, 2.289239], [-1.940414, -4.373002, -0.247745], [1.152475, 4.728782, 0.899732], [2.412653, 5.134860, -0.419448], [0.826144, 6.081753, -0.335086], [-2.439574, 1.881152, 3.541743], [-3.095560, 0.387529, 3.026102], [-2.782049, 1.501668, 1.714145], [-1.671741, -4.729223, 2.678850], [-2.444738, -5.888917, 1.580715], [-0.719973, -5.622735, 1.396095], [4.865605, 1.886132, -1.283636], [3.802350, 1.029612, -0.127587], [4.514100, 0.044907, -1.391258], [0.456018, 1.119555, -3.235905], [-1.348783, -2.272319, 2.751384], [0.395352, -0.659430, 1.821843], [-1.926631, -2.012789, -0.996402], [3.446474, 1.593515, -3.108884], [0.030363, -3.172125, 1.052220], [-1.710142, 0.115953, -0.243928], [0.908067, -1.557063, -0.464829]],
  "forces_ev_per_a": [[0.3684, 0.0466, 0.7868], [0.6064, -0.2314, -1.0872], [-0.8894, 3.7676, 1.1378], [-0.3802, 1.4686, 0.4687], [-2.0276, 1.0924, 1.0988], [0.7972, -2.3416, -0.3378], [1.0351, 2.2882, -0.1762], [3.6928, 0.7553, -2.1947], [-6.9090, 3.1480, 1.8205], [0.0663, -1.9250, 0.8660], [-0.1112, 0.0774, -1.0672], [0.3772, -1.5975, 0.3353], [-0.6116, -0.4149, -1.7424], [-0.8707, -1.3266, 1.6067], [0.0686, 0.3448, 3.8749], [0.8765, -1.1458, -1.2365], [0.8568, -0.3898, 2.5407], [1.4893, -1.0805, -0.8917], [-0.2831, 0.7580, 1.3558], [2.9842, 0.1116, 0.2387], [1.2390, -0.8562, -4.3459], [-1.2813, 1.1139, -2.9706], [-1.1381, -0.3061, -2.1200], [0.6625, -1.1771, 1.1912], [-0.2069, 0.2914, -0.0467], [-0.3180, -2.0753, -0.5814], [-0.0735, -0.2645, 1.4904], [-0.7789, -1.1570, 0.3466], [0.4033, 0.6836, -0.1104], [0.1305, 0.3471, 0.8508], [0.3810, 0.7720, -1.3684], [-1.1690, 0.2417, 0.4345], [0.2523, -0.4771, 0.0621], [0.3109, 0.2410, -0.6043], [0.3456, -0.4201, -0.0388], [-0.0045, 0.3472, 1.2684], [0.3053, -0.3358, -0.8715], [0.5249, 0.8850, -0.1493], [0.3908, 0.0562, 0.2518], [0.2147, -0.9851, -0.1128], [0.6315, -0.0408, -1.4357], [0.8712, -0.6791, -0.5987], [-0.1932, -0.8823, 0.3611], [-0.0656, 0.8367, 0.1510], [-0.7663, -0.2620, 0.0807], [-2.1942, 0.1820, -0.3120], [-0.8937, -0.5504, 1.4016], [1.3020, -0.6256, 0.2362], [0.5430, 0.1940, 0.5776], [-0.5612, 1.4975, -0.4346]]
}


4.
{
  "formula": "C15H26N3PdSSi",
  "method": "wB97M-V/def2-TZVPD",
  "e_homo_ev": [-2.8, -2.6],
  "total_energy_ev": -42639.390,
  "total_charge": -1,
  "orbital_gap_ha": [0.2116, 0.2064],
  "elements": ["Pd", "C", "Si", "C", "C", "C", "C", "C", "C", "N", "C", "S", "H", "H", "H", "H", "H", "H", "H", "H", "H", "H", "H", "H", "C", "H", "H", "C", "C", "N", "C", "C", "N", "C", "C", "H", "H", "H", "H", "H", "H", "H", "H", "H", "H", "H", "H"],
  "coordinates": [[1.454180, -1.578873, -1.674900], [1.358418, 3.616780, 3.509441], [1.384810, 2.876285, 1.755008], [-0.199969, 3.497464, 0.918047], [2.901198, 3.628493, 0.909637], [1.410304, 1.004249, 1.909037], [1.386376, 0.363076, 3.138392], [1.392782, -1.026202, 3.216521], [1.383736, -1.739500, 2.034118], [1.391025, -1.176186, 0.828955], [1.439344, 0.174643, 0.742057], [1.523535, 0.848151, -0.836283], [1.350686, 4.707831, 3.449501], [2.239264, 3.327377, 4.089041], [0.471195, 3.313092, 4.071520], [-0.318125, 4.579340, 1.031711], [-1.084676, 3.014040, 1.341173], [-0.161809, 3.262605, -0.143558], [2.970335, 4.703704, 1.100228], [2.839152, 3.467397, -0.164434], [3.824230, 3.161473, 1.261493], [1.355379, 0.944194, 4.055618], [1.399312, -1.542591, 4.168282], [1.359595, -2.825667, 2.045707], [3.293403, -1.997805, -2.388371], [3.987361, -2.661408, -1.860749], [3.818932, -1.391934, -3.131446], [-1.365301, -2.590809, -2.795287], [-2.917300, -2.649530, -2.838096], [-3.485826, -1.791771, -1.798055], [-3.041510, -0.414002, -2.033465], [-1.493119, -0.335280, -2.005230], [-0.939379, -1.669758, -1.740036], [-1.441531, -2.146793, -0.446874], [-2.990300, -2.229464, -0.490993], [-0.945667, -2.239284, -3.737989], [-0.932423, -3.569541, -2.585246], [-3.287532, -3.666000, -2.679656], [-3.304410, -2.306050, -3.800895], [-3.491854, 0.216526, -1.262767], [-3.447722, -0.096515, -2.997579], [-1.127427, 0.336711, -1.230822], [-1.081973, 0.015016, -2.952878], [-1.093258, -1.456145, 0.319702], [-0.988369, -3.119200, -0.245906], [-3.446780, -1.589420, 0.268059], [-3.348297, -3.248725, -0.321726]],
  "forces_ev_per_a": [[0.9952, -0.2276, -1.1971], [0.0107, -0.2017, -0.0838], [-0.1067, 0.3758, -0.0115], [0.2231, -0.0931, 0.0805], [-0.1718, -0.1485, 0.0547], [0.0637, -0.1238, -0.0345], [-0.0038, 0.2101, -0.1020], [-0.0027, -0.1901, 0.1923], [-0.0133, 0.1185, -0.0970], [0.0126, 0.1615, 0.3630], [-0.0413, 0.2127, 0.2229], [-0.0367, -0.0021, 0.0243], [-0.0034, 0.0057, -0.0526], [-0.0056, -0.0111, -0.0063], [0.0065, -0.0184, -0.0060], [0.0604, -0.0187, 0.0506], [0.0374, -0.0068, 0.0225], [-0.0276, -0.0397, -0.0646], [-0.0687, -0.0206, 0.0656], [0.0273, -0.0392, -0.0451], [-0.0290, -0.0135, 0.0182], [0.0372, 0.0145, -0.0248], [-0.0308, 0.0202, -0.0028], [0.0122, -0.0191, -0.0147], [-1.4611, -0.2308, 0.3528], [0.1939, 0.1725, 0.0432], [0.1195, 0.0928, 0.0956], [-0.1093, -0.0841, -0.0657], [0.0059, 0.0263, 0.0301], [-0.1461, 0.0204, -0.0089], [-0.0365, -0.0978, -0.0112], [-0.1482, 0.0111, 0.0022], [0.4209, 0.0853, 0.2133], [-0.1530, -0.0009, 0.0333], [-0.0309, 0.0032, -0.0617], [0.0411, -0.0079, 0.0163], [0.0562, 0.0273, -0.0023], [0.0333, -0.0040, 0.0008], [0.0202, -0.0143, -0.0079], [0.0405, 0.0240, -0.0055], [0.0328, 0.0314, 0.0068], [0.0367, 0.0141, -0.0186], [0.0277, -0.0059, 0.0070], [0.0175, -0.0113, -0.0020], [0.0341, 0.0193, -0.0053], [0.0269, -0.0161, 0.0219], [0.0331, 0.0002, 0.0140]]
}